ORCA calculation (the ωB97M-V functional and the def2-TZVPD basis) on C4H13N3 as an isolated structure in a non-equilibrium geometry.

Computed properties:
- frontier orbital gap (eV) = 10.509
- total charge = +2
- relative energy (zero: lowest compared OMol25 entry of this formula, charge and spin) (kcal per mole) = 133.30
- strongest force on any atom (hartree/bohr) = 0.0931

CARTESIAN COORDINATES (ANGSTROEM)
H1 2.256 0.595 -1.338
N1 0.214 0.048 -0.093
C1 1.509 0.371 0.637
C2 2.552 0.064 -0.437
H2 -0.729 1.207 1.145
H3 1.437 -0.234 1.575
H4 0.729 -1.271 -1.546
H5 0.140 0.797 -1.147
H6 0.494 -1.945 0.027
N2 -2.125 0.004 0.013
H7 -1.865 -0.385 -0.982
H8 1.750 1.422 0.933
H9 3.513 0.544 -0.392
C3 -0.941 0.290 0.757
H10 -3.772 0.746 1.035
H11 2.883 -0.949 -0.630
C4 -3.348 0.300 0.113
H12 -3.996 -0.081 -0.716
H13 -0.934 -0.298 1.674
N3 0.232 -1.226 -0.629

Atomic forces in eV per Å
-0.6 -0.3 -0.6
0.6 3.3 -3.3
1.7 0.0 0.0
1.1 0.1 -0.1
-0.7 3.4 0.6
0.5 0.2 -0.9
-0.3 -0.1 1.4
0.4 -2.4 4.1
0.3 -0.1 0.2
0.9 0.0 -4.2
-0.4 0.2 2.4
-1.4 -0.5 -0.3
0.5 0.6 1.3
0.0 -2.2 0.8
0.3 -0.1 -0.7
-0.7 -0.4 0.0
-1.8 -0.6 0.7
0.4 0.7 0.8
0.3 -0.8 -0.3
-0.9 -1.0 -2.2

These are the Löwdin partial charges, in e, on atoms 1 to 6: number 1, H, carries 0.090; number 2, N, carries -0.226; number 3, C, carries -0.116; number 4, C, carries -0.067; number 5, H, carries 0.134; number 6, H, carries 0.158